68
Properties=species:S:1:pos:R:3:mulliken_spin:R:1 method="wB97M-V/def2-TZVPD" s_squared=6.066 multiplicity=5 gap_ev="3.38 / 5.18" e_tot_ev=-128709.995
O 0.277 1.206 -2.181 0.44
C -0.536 1.299 -3.105 0.36
C -0.218 1.819 -4.472 0.01
C 0.950 2.559 -4.768 0.19
H 1.662 2.793 -3.973 0.03
C 1.199 2.981 -6.079 -0.11
H 2.107 3.543 -6.311 -0.01
C 0.298 2.682 -7.114 0.22
H 0.490 3.014 -8.138 0.02
C -0.861 1.942 -6.828 -0.09
H -1.567 1.692 -7.626 0.00
C -1.101 1.512 -5.523 0.11
H -1.983 0.913 -5.289 0.01
H -1.565 0.912 -2.976 0.05
C -2.095 1.801 -0.277 0.05
C -1.758 0.534 0.413 -0.01
H -2.545 2.496 0.453 0.01
H -2.814 1.606 -1.091 -0.02
H -1.192 2.252 -0.684 -0.02
C -2.578 -0.042 1.331 0.26
C -3.605 0.717 2.115 0.01
H -2.445 -1.095 1.559 0.04
H -4.087 1.496 1.510 0.01
H -3.165 1.206 2.999 0.03
H -4.388 0.044 2.490 0.01
Ir 0.052 -0.282 0.248 1.65
Cl 1.267 1.695 0.304 0.21
Cl -0.669 -1.289 -1.774 0.21
H 3.932 0.175 -2.890 0.00
H 5.510 0.648 -1.292 0.00
C 3.106 -0.071 -2.215 0.00
C 4.777 0.617 -0.480 0.00
N 3.651 -0.220 -0.871 0.00
H 2.607 -1.002 -2.509 0.00
C 2.989 -0.909 0.054 0.02
O 1.841 -1.412 -0.147 0.01
H 5.233 0.181 0.414 0.00
H 3.487 -1.021 1.033 0.00
H 2.348 0.725 -2.242 0.00
H 4.460 1.643 -0.238 0.00
H -1.252 -5.735 2.045 0.00
H -0.417 -6.598 -0.259 0.00
C -1.689 -4.876 1.519 0.00
C -0.896 -5.707 -0.684 0.00
N -0.951 -4.626 0.289 0.00
H -1.666 -3.992 2.161 0.00
C -0.357 -3.450 0.034 -0.01
O -0.520 -2.431 0.768 0.03
H -0.323 -5.368 -1.552 0.00
H 0.283 -3.442 -0.867 0.00
H -2.725 -5.143 1.278 0.00
H -1.906 -5.991 -1.006 0.00
C -1.658 -0.703 5.053 0.01
N -0.827 0.483 4.920 0.02
C -0.909 1.628 5.705 0.01
C 0.033 2.493 5.244 0.00
N 0.693 1.863 4.200 0.02
C 1.818 2.407 3.468 0.00
C 0.128 0.649 3.953 0.06
Se 0.650 -0.601 2.674 0.15
H -2.581 -0.617 4.460 0.00
H -1.929 -0.842 6.107 0.00
H -1.086 -1.574 4.711 0.00
H -1.607 1.728 6.519 0.00
H 0.309 3.472 5.588 0.00
H 1.483 3.003 2.613 0.00
H 2.410 3.029 4.145 0.00
H 2.421 1.578 3.086 0.00

=====

34
Properties=species:S:1:pos:R:3:nbo_charge:R:1 method="wB97M-V/def2-TZVPD" e_above_lowest_kj_mol=560.9 gap_ev=4.50 e_tot_ev=-22311.091
C -2.073 3.791 0.003 -0.28
O -2.053 2.380 0.009 -0.42
C -1.323 1.854 1.021 0.47
C -1.303 0.484 1.298 -0.18
C -0.499 -0.054 2.325 -0.08
C -0.494 -1.403 2.565 -0.24
C -1.290 -2.274 1.820 0.11
C -1.289 -3.732 2.121 -0.65
C -2.094 -1.746 0.809 -0.24
C -2.104 -0.400 0.548 -0.08
H -2.662 4.115 -0.856 0.20
H -2.548 4.156 0.914 0.26
H -1.062 4.192 -0.080 0.19
H -0.746 2.519 1.646 0.25
H 0.107 0.611 2.915 0.23
H 0.128 -1.804 3.346 0.23
H -2.007 -4.270 1.502 0.23
H -0.305 -4.167 1.944 0.24
H -1.552 -3.912 3.164 0.24
H -2.718 -2.407 0.236 0.23
H -2.734 0.007 -0.223 0.23
C -0.704 5.784 5.941 -0.23
C -0.589 5.070 4.770 -0.27
C -1.717 4.435 4.263 0.10
C -2.991 4.532 4.971 0.01
C -3.058 5.261 6.155 -0.23
C -1.916 5.877 6.621 -0.25
N -3.957 3.818 4.268 -0.28
N -3.138 3.461 3.348 -0.15
N -1.891 3.662 3.126 -0.44
H 0.163 6.284 6.338 0.20
H 0.342 4.989 4.241 0.19
H -3.990 5.327 6.683 0.21
H -1.960 6.445 7.534 0.20

=====

8
Properties=species:S:1:pos:R:3:nbo_charge:R:1 method="wB97M-V/def2-TZVPD" e_above_lowest_kj_mol=210.7 gap_ev=10.36 e_tot_ev=-14007.396
C -4.167 1.123 -0.415 -0.18
C -0.674 -0.167 -0.703 -0.40
C -0.700 0.150 0.579 -0.38
S -3.899 -0.230 0.197 0.18
H -1.579 -0.068 -1.268 0.20
H 0.296 -0.599 -1.090 0.21
H 0.212 -0.121 1.271 0.19
H -1.550 0.345 1.115 0.18